No. 1
Formula: C42H57NP2RuSe
Source: the Open Molecules 2025 dataset
Level of theory: ωB97M-V/def2-TZVPD

M   817.90 g mol⁻¹
Calculated total energy   -132470.868 eV
Spin multiplicity   2
Gap between HOMO and LUMO (spin up / spin down)   6.62 / 6.32 eV
LUMO energy (spin up / spin down)   -3.53 / -3.99 eV
HOMO level (spin up / spin down)   -10.15 / -10.30 eV
Charge   +1

Cartesian coordinates (Å):
1 Ru -0.24605 0.08261 -0.14085
2 N 0.31512 1.32964 1.58959
3 C -0.25245 0.83408 2.82245
4 C 0.45221 0.86969 4.01626
5 C -0.14727 0.39967 5.17376
6 C -1.44751 -0.08885 5.14285
7 C -2.14344 -0.13328 3.94643
8 C -1.54561 0.31297 2.76974
9 P -2.31006 0.21794 1.11478
10 C -3.45126 -1.19760 1.27412
11 C -2.92617 -2.39887 1.75111
12 C -3.73283 -3.51413 1.90144
13 C -5.08154 -3.44157 1.57653
14 C -5.61604 -2.24608 1.12322
15 C -4.80903 -1.12520 0.97908
16 C -3.39893 1.67783 1.04735
17 C -3.40334 2.61011 2.07994
18 C -4.18735 3.75356 1.99347
19 C -4.97529 3.97485 0.87674
20 C -4.97519 3.05141 -0.16162
21 C -4.18510 1.91836 -0.08296
22 H 1.33027 1.36483 1.62270
23 H -0.03100 2.26277 1.37422
24 H 1.46017 1.26677 4.03859
25 H 0.40121 0.42126 6.10620
26 H -1.91413 -0.44670 6.05087
27 H -3.14952 -0.53528 3.91925
28 H -1.88476 -2.44839 2.04640
29 H -3.31196 -4.43616 2.28211
30 H -5.71573 -4.31067 1.69346
31 H -6.67048 -2.17663 0.88953
32 H -5.25139 -0.19782 0.64491
33 H -2.80248 2.45059 2.96625
34 H -4.18169 4.46756 2.80628
35 H -5.58690 4.86501 0.81112
36 H -5.58500 3.21950 -1.04012
37 H -4.18063 1.22447 -0.91202
38 C -3.06243 -1.05592 -2.39315
39 C -2.01659 -2.16464 -2.35695
40 C -2.08452 -2.97088 -3.65778
41 P -0.34089 -1.54871 -1.84793
42 C 0.52614 -3.03505 -1.15060
43 C 0.15499 -3.20919 0.31885
44 C 0.32335 -4.37557 -1.85802
45 C 0.64866 -1.04234 -3.32685
46 C 1.29421 -2.15140 -4.15706
47 C -0.13889 -0.08727 -4.22704
48 H -4.05652 -1.49255 -2.51053
49 H -2.88853 -0.37258 -3.22716
50 H -3.04649 -0.47362 -1.47829
51 H -2.27288 -2.83265 -1.52275
52 H -1.89272 -2.34115 -4.52438
53 H -3.09451 -3.37046 -3.76982
54 H -1.39453 -3.80937 -3.68605
55 H 1.58013 -2.74328 -1.20807
56 H -0.89606 -3.48710 0.40873
57 H 0.34185 -2.30596 0.91250
58 H 0.74721 -4.01300 0.76172
59 H -0.70679 -4.72420 -1.75797
60 H 0.96159 -5.11881 -1.37562
61 H 0.58088 -4.35690 -2.91326
62 H 1.45658 -0.47938 -2.84265
63 H 0.55704 -2.79112 -4.64219
64 H 1.96486 -2.77375 -3.56583
65 H 1.89097 -1.68749 -4.94491
66 H -0.88815 -0.62048 -4.81170
67 H 0.53886 0.39672 -4.93262
68 H -0.64174 0.69731 -3.66547
69 C 1.05282 4.96443 -6.25646
70 C 0.58840 4.22970 -5.03021
71 C -0.75249 4.18874 -4.68122
72 C -1.20098 3.50863 -3.55719
73 C -2.67771 3.49672 -3.26103
74 C -0.26208 2.84898 -2.74604
75 Se -1.06819 2.03341 -1.19054
76 C 1.10203 2.88463 -3.06589
77 C 2.17964 2.26504 -2.23230
78 C 1.49385 3.57444 -4.20780
79 H 0.21524 5.40452 -6.79531
80 H 1.57977 4.29297 -6.93635
81 H 1.74359 5.76604 -5.98980
82 H -1.47820 4.69739 -5.30644
83 H -3.21421 4.07759 -4.00977
84 H -2.89937 3.92183 -2.27953
85 H -3.07610 2.47819 -3.26731
86 H 1.79086 1.65416 -1.43206
87 H 2.80306 3.04737 -1.78937
88 H 2.83399 1.64066 -2.84505
89 H 2.55090 3.60125 -4.45416
90 C 4.97770 -0.38161 1.14433
91 C 4.36280 -0.82741 -0.18789
92 C 5.01403 -0.05517 -1.34487
93 C 4.57783 -2.33408 -0.38402
94 C 2.92075 -0.54098 -0.19024
95 C 1.72131 -0.34339 -0.20753
96 H 6.05322 -0.56775 1.13821
97 H 4.53823 -0.93199 1.97750
98 H 4.81515 0.68493 1.30754
99 H 6.08320 -0.27334 -1.37811
100 H 4.88485 1.02031 -1.21688
101 H 4.57372 -0.34431 -2.30020
102 H 5.64173 -2.57030 -0.31784
103 H 4.21780 -2.65245 -1.36424
104 H 4.05022 -2.90450 0.38177

Forces on the atoms, in the same order (eV/Å):
-0.329 -0.160 0.057
-0.087 -0.085 0.047
-0.067 -0.023 0.034
0.005 0.045 -0.086
-0.011 -0.013 0.026
0.010 -0.005 0.037
-0.044 0.010 -0.054
0.128 -0.037 -0.049
-0.112 -0.049 0.054
0.043 0.020 0.104
0.067 0.007 0.023
0.004 -0.018 -0.008
0.006 -0.015 0.005
-0.019 -0.004 -0.011
0.012 -0.003 -0.087
0.083 0.026 -0.037
-0.006 0.015 0.065
-0.007 0.009 0.009
-0.002 0.000 -0.011
-0.012 0.018 0.000
0.016 0.024 0.023
0.009 -0.026 0.014
0.071 0.049 0.033
-0.011 -0.004 0.003
-0.007 -0.002 -0.009
0.008 0.006 -0.008
0.028 0.012 -0.007
-0.029 -0.025 -0.031
-0.006 0.012 -0.004
0.008 0.010 -0.002
0.010 -0.001 0.002
-0.006 0.005 0.004
-0.002 0.003 -0.014
0.001 0.003 -0.003
0.000 -0.007 0.000
0.004 -0.001 0.010
0.023 -0.041 -0.054
-0.011 0.035 -0.069
0.044 -0.047 0.035
0.017 -0.052 0.021
0.045 -0.026 -0.161
0.062 0.019 -0.064
-0.069 0.018 0.011
-0.020 0.021 0.016
-0.001 0.109 0.013
0.002 0.009 0.050
-0.065 -0.044 -0.007
0.005 0.014 -0.011
-0.001 -0.002 -0.002
-0.022 0.048 0.054
-0.008 0.020 0.010
-0.005 -0.003 -0.004
0.003 -0.008 0.007
-0.009 0.018 -0.005
-0.070 -0.029 0.017
0.005 0.001 0.043
-0.021 -0.013 0.001
0.015 0.027 0.018
0.019 0.007 -0.001
-0.002 -0.012 -0.005
-0.001 -0.001 0.006
-0.082 -0.011 -0.064
-0.005 0.003 0.002
0.005 -0.012 0.000
0.001 0.003 -0.007
0.023 -0.014 -0.021
0.011 0.026 0.022
0.005 -0.087 -0.051
0.014 -0.002 0.003
0.112 -0.011 -0.020
-0.099 0.007 0.003
0.013 -0.034 -0.025
-0.045 0.010 -0.020
0.065 -0.184 -0.149
0.433 0.005 0.321
-0.142 0.128 0.016
0.077 0.094 0.039
-0.044 0.010 -0.046
0.007 -0.002 0.002
-0.003 0.009 0.004
-0.006 -0.005 -0.006
0.000 -0.006 0.013
-0.001 -0.013 -0.001
-0.004 -0.002 -0.014
-0.007 0.016 -0.001
-0.020 -0.056 0.074
-0.001 -0.017 -0.027
-0.011 -0.002 0.021
-0.004 0.002 0.002
0.006 -0.002 0.008
0.015 0.003 -0.043
0.031 -0.003 0.025
0.030 0.001 -0.007
0.066 -0.104 0.177
-0.108 0.412 -0.273
-0.006 -0.002 0.006
-0.002 0.007 0.000
0.003 -0.010 -0.003
-0.007 0.003 0.000
0.002 -0.007 -0.001
0.001 -0.007 -0.009
-0.015 -0.004 -0.016
-0.012 -0.002 0.007
0.012 -0.003 0.010

No. 2
Formula: C7H11N3O2
Source: the Open Molecules 2025 dataset
Level of theory: ωB97M-V/def2-TZVPD

SMILES   CC(C)(C)n1ccnc1[N+](=O)[O-]
M   169.18 g mol⁻¹
Calculated total energy   -15998.388 eV
Spin multiplicity   1
Gap between HOMO and LUMO   9.46 eV
LUMO energy   0.10 eV
HOMO level   -9.36 eV
Charge   0

Cartesian coordinates (Å):
1 C -0.63172 1.47481 1.28639
2 C 0.14780 0.73534 0.25909
3 C 0.16340 1.59879 -1.10500
4 C 1.65512 0.58091 0.70031
5 N -0.52783 -0.55963 0.04595
6 C -1.88316 -0.77829 0.14822
7 C -2.06347 -2.08283 -0.32064
8 N -0.87670 -2.64388 -0.56609
9 C -0.02714 -1.71673 -0.40619
10 N 1.32806 -2.01390 -0.87392
11 O 1.87084 -2.98888 -0.46688
12 O 1.80134 -1.24793 -1.69389
13 H -0.46612 1.07128 2.25709
14 H -0.16068 2.47139 1.36563
15 H -1.67444 1.41487 0.93427
16 H -0.75867 2.17993 -1.32187
17 H 1.07010 2.19110 -1.11716
18 H 0.45228 0.79899 -1.80134
19 H 2.25961 0.49652 -0.11607
20 H 2.08160 1.53452 1.19903
21 H 1.72115 -0.19648 1.47572
22 H -2.39508 0.07093 0.64949
23 H -3.08628 -2.39083 -0.53213

Forces on the atoms, in the same order (eV/Å):
0.298 0.944 -0.263
1.568 1.561 -1.048
0.409 -2.079 0.873
-2.008 1.652 2.956
0.878 0.481 -0.143
0.602 0.320 0.107
-2.145 2.456 1.230
-1.296 -1.941 -1.288
1.624 0.112 0.112
-0.014 1.376 -0.107
0.349 -1.221 0.623
-0.085 0.402 -0.270
-0.417 -0.740 0.898
-0.893 -0.100 -0.352
0.544 1.266 0.904
0.663 -0.653 0.064
-0.168 0.704 0.328
-0.791 0.528 -0.623
1.679 -1.061 -2.078
-1.269 -1.213 -0.623
0.339 -0.041 -0.530
-0.519 -1.739 -0.961
0.650 -1.015 0.192

No. 3
Formula: C5H6
Source: the Open Molecules 2025 dataset
Level of theory: ωB97M-V/def2-TZVPD

SMILES   C#CC1CC1
M   66.10 g mol⁻¹
Calculated total energy   -5277.200 eV
Spin multiplicity   1
Gap between HOMO and LUMO   9.67 eV
LUMO energy   0.68 eV
HOMO level   -8.99 eV
Charge   0

Cartesian coordinates (Å):
1 C -0.31930 1.92154 -0.54338
2 C -1.17561 1.05056 -0.66591
3 C -0.73315 -0.13223 0.15433
4 C 0.07812 -1.21295 -0.41676
5 C 0.77024 -0.33226 0.57681
6 H 0.10578 2.84100 -0.28194
7 H -1.49926 -0.34495 0.89705
8 H -0.20263 -2.19096 -0.09996
9 H 0.41179 -1.11392 -1.44273
10 H 0.86896 -0.67177 1.59973
11 H 1.69506 0.18594 0.22275

Forces on the atoms, in the same order (eV/Å):
-1.726 1.191 -1.214
1.854 -0.106 0.649
0.221 0.194 0.221
0.037 -0.617 -0.081
-0.163 -0.020 0.227
0.764 0.749 0.071
0.465 -0.440 0.046
0.040 -0.746 -0.089
-0.160 -0.038 0.048
0.088 -0.309 -0.080
-1.421 0.143 0.203

Look up the charge of the second one.
0